Formula: C12H25N3
Source: the Open Molecules 2025 dataset
Level of theory: ωB97M-V with the def2-TZVPD basis set

```
40
Properties=species:S:1:pos:R:3:forces:R:3
C -1.444225 0.394631 -0.018012 1.6935 0.2592 2.5713
C -2.117175 1.195703 -1.065512 0.7950 -2.1058 -0.7594
C -3.245615 0.204173 -1.510991 0.5137 0.2514 -1.2291
C -2.824567 -1.199811 -0.929712 1.1101 -0.5174 -2.6770
C 1.533444 1.827476 -0.080428 0.7084 -0.9159 -2.7625
C 1.414592 0.246194 -0.052438 0.3159 -0.0385 -0.7980
C -0.396322 0.943454 1.049980 -2.1383 -0.6554 1.2827
C -1.143318 1.146638 2.401236 -1.9684 0.5003 -0.0217
C 2.294047 -2.141580 -0.122957 -0.4715 2.7260 1.2902
C 3.283373 -0.239585 -1.496573 1.5633 -0.6685 -2.0670
C -1.284599 -1.982968 0.782201 1.5425 -2.5591 1.6561
C 2.691807 -0.553607 -0.141616 -1.8337 -2.3642 -1.8535
N 0.679710 0.070705 1.152641 0.7750 -1.0099 2.4558
N -1.705574 -0.864477 0.019082 -2.6752 0.9996 -1.2261
N 0.228014 2.218726 0.571755 -0.5632 1.0227 -3.1787
H -2.431660 2.199763 -0.849468 -0.2094 0.3286 0.4533
H -1.256484 1.258266 -1.778576 -0.7189 0.1762 -0.2526
H -4.150440 0.611059 -1.095418 -0.5234 -0.3582 0.4417
H -3.408417 0.273401 -2.626064 0.3694 -0.5550 1.2130
H -3.581956 -1.799074 -0.448967 -0.3732 0.3495 0.5753
H -2.398162 -1.993981 -1.712639 -0.6346 2.0637 1.3398
H 2.245612 2.209789 0.617887 1.0539 -0.2029 0.0918
H 1.794477 2.223535 -1.168387 -1.1806 -0.3432 2.4352
H 0.774130 -0.203269 -0.912369 0.7953 1.2692 1.0396
H -2.045196 1.871576 2.373727 1.6195 -0.8321 -0.3550
H -0.546083 1.431044 3.298719 0.0413 -0.2467 -0.9509
H -1.648394 0.189317 2.603819 0.4065 0.2019 0.2139
H 1.927127 -2.400025 -1.137166 -0.2230 -0.1058 0.9444
H 1.639112 -2.292843 0.799704 0.4587 -0.2658 -1.6755
H 3.195114 -2.656412 0.093933 0.8379 -0.6946 -0.0973
H 2.605461 0.256116 -2.264009 0.5949 -1.0510 0.9090
H 3.948601 -1.051103 -1.991800 -1.9328 0.5452 0.7223
H 4.108494 0.408169 -1.404702 0.7963 1.6744 0.4087
H -0.304605 -1.833741 1.236918 -0.2482 0.0791 -0.4848
H -1.209528 -2.869655 0.099266 -0.1897 0.8383 0.5690
H -1.892796 -2.303460 1.677989 -0.2596 0.8094 -1.2682
H 3.334614 -0.320446 0.659001 0.9600 0.2379 1.0149
H 1.209723 0.002546 2.091889 -1.1359 0.4156 -2.1336
H 0.440068 2.719234 1.398821 0.0364 1.2658 0.8576
H -0.312421 2.804527 -0.120761 0.2921 -0.5239 1.3054
```
Forces are in eV/Å.

Kohn-Sham gap = 9.63 eV
HOMO = -16.988 eV
calculated total energy = -17301.8563 eV
energy above the lowest of the compared OMol25 structures with the same formula, charge and spin = 234.1 kJ/mol
total charge = +2